*a*
{"formula": "C20H60O10", "method": "the ωB97M-V functional and the def2-TZVPD basis", "species": ["O", "O", "O", "O", "O", "O", "O", "O", "O", "O", "C", "C", "C", "C", "C", "C", "C", "C", "C", "C", "C", "C", "C", "C", "C", "C", "C", "C", "C", "C", "H", "H", "H", "H", "H", "H", "H", "H", "H", "H", "H", "H", "H", "H", "H", "H", "H", "H", "H", "H", "H", "H", "H", "H", "H", "H", "H", "H", "H", "H", "H", "H", "H", "H", "H", "H", "H", "H", "H", "H", "H", "H", "H", "H", "H", "H", "H", "H", "H", "H", "H", "H", "H", "H", "H", "H", "H", "H", "H", "H"], "positions_angstrom": [[18.201, 7.745, 11.578], [8.681, 9.385, 10.785], [15.216, 12.254, 13.513], [16.031, 13.653, 9.518], [15.144, 6.002, 6.631], [12.858, 7.092, 5.116], [16.831, 10.186, 5.985], [11.982, 6.684, 9.773], [10.925, 12.099, 6.828], [13.726, 12.102, 8.264], [9.281, 11.777, 10.918], [10.072, 11.255, 6.111], [14.543, 10.478, 5.128], [11.103, 5.907, 6.373], [13.008, 11.446, 9.393], [15.259, 4.796, 8.743], [8.980, 10.513, 6.961], [17.485, 8.986, 11.614], [15.426, 9.966, 6.273], [16.123, 8.788, 10.972], [18.330, 13.012, 9.572], [11.373, 6.783, 11.095], [12.827, 12.799, 12.897], [14.762, 6.042, 8.036], [11.757, 7.259, 5.981], [14.318, 13.182, 12.886], [12.397, 10.097, 9.076], [8.381, 10.643, 11.389], [12.263, 7.679, 11.936], [17.087, 13.290, 8.672], [11.345, 5.806, 11.569], [19.121, 12.728, 8.890], [18.649, 13.885, 10.131], [8.478, 10.580, 12.491], [12.321, 12.801, 13.898], [10.743, 5.505, 5.431], [10.767, 10.614, 5.559], [7.332, 10.884, 11.204], [8.020, 8.751, 11.084], [8.348, 10.014, 6.274], [16.140, 8.581, 9.943], [9.412, 9.739, 7.590], [14.742, 13.344, 11.832], [11.722, 5.208, 6.866], [14.811, 10.037, 4.206], [13.511, 10.211, 5.289], [15.264, 11.435, 13.012], [14.529, 14.078, 13.437], [10.303, 11.631, 11.280], [13.684, 6.093, 7.951], [15.207, 10.542, 7.143], [13.316, 7.567, 11.741], [12.241, 13.494, 12.266], [13.027, 12.219, 7.604], [17.434, 9.360, 12.634], [10.989, 7.856, 5.497], [15.253, 13.192, 9.150], [16.083, 5.793, 6.567], [14.590, 11.570, 4.935], [15.085, 6.946, 8.563], [12.069, 7.777, 6.891], [8.924, 12.749, 11.299], [14.847, 4.749, 9.764], [13.672, 11.484, 10.238], [11.234, 6.396, 9.223], [11.840, 9.762, 9.947], [18.027, 9.770, 11.019], [17.367, 9.534, 6.430], [11.766, 10.142, 8.187], [15.023, 3.900, 8.264], [18.893, 7.829, 12.241], [13.632, 6.697, 5.566], [16.346, 4.949, 8.938], [17.291, 14.160, 7.976], [12.625, 11.800, 12.551], [15.456, 8.015, 11.364], [12.156, 12.116, 9.659], [10.225, 6.115, 7.069], [9.377, 11.812, 9.826], [9.541, 11.837, 5.364], [10.362, 7.166, 11.061], [15.495, 9.689, 10.888], [18.235, 12.158, 10.229], [10.341, 12.676, 7.332], [13.060, 9.270, 8.785], [12.218, 7.494, 13.028], [8.346, 11.191, 7.526], [16.902, 12.334, 8.056], [15.148, 8.942, 6.502], [11.978, 8.691, 11.700]], "e_lumo_ev": 0.298, "gap_ha": 0.361, "total_charge": 0}

=====

*b*
{"formula": "C20H60O10", "method": "the ωB97M-V functional and the def2-TZVPD basis", "species": ["O", "O", "O", "O", "O", "O", "O", "O", "O", "O", "C", "C", "C", "C", "C", "C", "C", "C", "C", "C", "C", "C", "C", "C", "C", "C", "C", "C", "C", "C", "H", "H", "H", "H", "H", "H", "H", "H", "H", "H", "H", "H", "H", "H", "H", "H", "H", "H", "H", "H", "H", "H", "H", "H", "H", "H", "H", "H", "H", "H", "H", "H", "H", "H", "H", "H", "H", "H", "H", "H", "H", "H", "H", "H", "H", "H", "H", "H", "H", "H", "H", "H", "H", "H", "H", "H", "H", "H", "H", "H"], "positions_angstrom": [[-2.334, -4.539, -3.404], [-4.383, -1.113, 3.600], [1.694, -6.949, -0.082], [3.431, 1.273, 2.572], [-0.685, -0.867, 0.806], [-1.745, 1.641, 3.134], [-4.572, -0.902, -5.125], [4.229, 2.841, 0.285], [4.160, -1.666, -1.573], [-1.686, 6.820, -1.638], [-0.143, 0.725, -0.936], [0.408, -0.222, 0.166], [-2.424, -0.074, -4.578], [4.122, -2.387, -0.419], [-2.098, 5.822, -2.573], [5.505, -2.644, 0.156], [-0.671, 2.531, 3.375], [2.121, 3.778, -0.168], [-3.999, -2.358, 1.736], [-3.375, -0.356, -5.649], [-5.076, -1.524, 2.423], [1.458, -5.568, -0.335], [1.468, -4.844, 1.000], [-2.261, -4.760, -2.014], [-2.272, 4.523, -1.760], [-1.839, -3.487, -1.247], [3.635, 2.324, 3.438], [-1.049, 3.774, 4.377], [3.322, 3.055, -0.809], [3.291, 1.994, 4.898], [2.380, -5.326, -0.864], [1.115, -3.827, 0.834], [2.992, 3.072, 2.975], [0.628, 1.195, -1.547], [-1.431, -5.460, -1.915], [-3.676, -0.493, 3.409], [-0.322, 4.585, 4.413], [-3.245, -4.285, -3.565], [4.609, 2.787, 3.278], [-1.727, -3.697, -0.183], [0.945, 0.376, 0.902], [4.034, 1.461, 5.492], [-1.446, 7.637, -2.081], [-3.562, 0.582, -6.172], [2.350, 1.446, 4.909], [-0.845, -3.108, -1.486], [-2.336, -0.846, -3.814], [-1.931, 4.334, 4.064], [-0.368, 2.884, 2.389], [6.019, -1.726, 0.443], [-0.629, 1.655, -0.642], [-1.253, 5.784, -3.261], [-2.574, -2.685, -1.315], [-1.397, 4.206, -1.192], [-3.030, -5.428, -1.625], [-4.423, -2.573, 0.754], [3.891, 3.710, -1.469], [4.926, -1.111, -1.414], [-2.532, 0.946, -4.208], [-2.524, 3.720, -2.452], [2.467, -4.827, 1.437], [0.138, 1.880, 3.708], [-1.249, 3.486, 5.409], [-3.098, -1.759, 1.604], [5.601, -3.249, 1.058], [3.546, -3.223, -0.817], [4.396, 3.691, 0.700], [-3.079, 4.670, -1.043], [-0.774, 0.160, -1.622], [0.554, -5.303, -0.884], [-5.920, -2.204, 2.546], [-2.861, 6.064, -3.313], [2.376, 4.693, 0.367], [-5.129, -0.146, -4.929], [-5.389, -0.722, 1.755], [6.096, -3.166, -0.596], [-1.342, 0.931, 2.630], [1.574, -7.396, -0.923], [-3.058, -0.901, -6.538], [-1.449, -0.098, -5.066], [0.673, -5.162, 1.675], [-3.684, -3.297, 2.190], [3.566, -1.805, 0.315], [1.026, -1.045, -0.192], [3.563, 1.503, 1.649], [3.032, 2.169, -1.374], [1.569, 3.126, 0.509], [1.496, 4.165, -0.973], [2.961, 2.896, 5.415], [-0.470, -1.784, 0.989]], "e_lumo_ev": 0.422, "gap_ha": 0.370, "total_charge": 0}

=====

*c*
{"formula": "C20H60O10", "method": "the ωB97M-V functional and the def2-TZVPD basis", "species": ["O", "O", "O", "O", "O", "O", "O", "O", "O", "O", "C", "C", "C", "C", "C", "C", "C", "C", "C", "C", "C", "C", "C", "C", "C", "C", "C", "C", "C", "C", "H", "H", "H", "H", "H", "H", "H", "H", "H", "H", "H", "H", "H", "H", "H", "H", "H", "H", "H", "H", "H", "H", "H", "H", "H", "H", "H", "H", "H", "H", "H", "H", "H", "H", "H", "H", "H", "H", "H", "H", "H", "H", "H", "H", "H", "H", "H", "H", "H", "H", "H", "H", "H", "H", "H", "H", "H", "H", "H", "H"], "positions_angstrom": [[2.618, 1.151, 5.111], [-1.309, 0.918, -0.075], [-6.123, 0.376, -0.573], [-0.243, -3.736, -4.937], [0.994, 5.048, -0.508], [3.250, -4.015, 3.820], [3.443, -0.625, -4.558], [0.202, -5.865, 1.622], [-1.117, 3.398, 4.270], [-2.862, 3.615, -7.931], [1.975, 5.926, -0.811], [0.783, 0.082, -0.170], [5.261, -1.977, -5.388], [-1.092, -6.191, 3.658], [4.376, -1.612, -4.181], [-2.021, 4.501, 4.610], [-6.611, 1.300, 0.418], [4.118, -5.848, 5.020], [4.190, 2.938, 4.544], [-6.529, 0.507, 1.767], [-0.597, 0.013, -0.781], [-1.034, -5.536, 2.243], [3.271, 5.212, -0.992], [-2.604, -2.953, -5.126], [-2.277, 4.485, 6.087], [-1.588, -4.155, -4.936], [-3.992, 2.952, -7.270], [3.860, 1.389, 4.412], [-3.634, 2.784, -5.815], [4.482, -4.716, 3.974], [4.852, -5.033, 2.999], [3.832, -2.484, -3.817], [-1.902, -4.662, -4.024], [4.658, -2.638, -6.012], [5.280, -4.027, 4.250], [-4.869, 3.590, -7.382], [5.078, 3.065, 3.925], [3.966, 1.108, 3.364], [0.184, -4.325, -4.310], [5.368, -1.225, -6.169], [-2.762, 2.210, -5.499], [1.489, -0.684, -0.493], [1.946, 6.604, 0.042], [-7.202, -0.349, 1.722], [4.341, 3.330, 5.549], [1.150, 1.078, -0.416], [-1.374, 4.893, 6.541], [-2.631, -2.157, -4.382], [0.655, 0.037, 0.911], [-3.052, 3.530, -8.868], [2.726, -1.081, -5.004], [-2.436, -2.377, -6.036], [4.626, 0.932, 5.039], [-5.528, 0.207, 2.079], [-1.818, -5.682, 1.500], [4.080, 5.908, -1.213], [-1.729, 5.461, 4.183], [-6.951, 1.159, 2.532], [3.450, -6.658, 4.728], [-0.962, -4.450, 2.311], [3.103, -3.234, 4.359], [5.042, -1.290, -3.380], [-7.598, 1.640, 0.105], [-0.856, 1.736, -0.290], [-1.044, 3.383, 3.313], [5.061, -6.367, 5.191], [-0.611, 0.247, -1.846], [-1.989, -5.860, 4.181], [1.740, 6.582, -1.649], [3.407, 3.528, 4.067], [-5.912, 2.136, 0.406], [-0.986, -7.270, 3.538], [-2.495, 3.496, 6.492], [-0.326, -5.770, 4.309], [-5.180, 0.430, -0.402], [-1.018, -0.987, -0.682], [-2.969, 5.272, 6.387], [-3.697, 3.736, -5.289], [-2.996, 4.261, 4.186], [-1.662, -4.868, -5.757], [-4.447, 2.337, -5.243], [2.000, 1.861, 4.922], [0.171, 5.520, -0.357], [-4.258, 1.998, -7.724], [-3.612, -3.364, -5.158], [3.143, 4.455, -1.765], [6.260, -2.398, -5.276], [0.840, -5.209, 1.912], [3.666, -5.443, 5.926], [3.568, 4.797, -0.028]], "e_lumo_ev": 0.141, "gap_ha": 0.372, "total_charge": 0}

=====

Relative energies, unit kJ/mol: *a* 0.0; *b* 236.3; *c* 245.1

=====

*a*
{"formula": "C5H15N2O", "method": "the ωB97M-V functional and the def2-TZVPD basis", "species": ["O", "N", "N", "C", "C", "C", "C", "C", "H", "H", "H", "H", "H", "H", "H", "H", "H", "H", "H", "H", "H", "H", "H"], "positions_angstrom": [[-1.601, 4.298, 1.830], [0.833, -0.103, -1.212], [1.138, 2.330, -1.739], [1.523, 1.001, -1.672], [-0.442, -0.120, -0.555], [-0.249, -3.152, 0.264], [0.379, -2.084, 1.131], [-0.306, -0.648, 0.910], [0.264, 2.829, -1.542], [1.355, -1.081, -1.189], [0.131, -0.027, 1.587], [-0.887, 0.847, -0.544], [2.630, 0.921, -1.885], [-1.421, -0.815, 0.970], [0.262, -2.546, 2.138], [0.552, -4.006, 0.379], [-1.190, -0.830, -1.074], [-2.164, 3.609, 2.261], [-1.264, -3.588, 0.626], [-0.455, -2.882, -0.866], [-2.237, 4.935, 1.651], [1.369, -1.835, 0.778], [1.780, 2.947, -2.245]], "e_lumo_ev": [0.750, 0.736], "gap_ha": [0.179, 0.339], "s2": 0.75, "total_charge": 0, "spin_multiplicity": 2}

=====

*b*
{"formula": "C5H15N2O", "method": "the ωB97M-V functional and the def2-TZVPD basis", "species": ["O", "N", "N", "C", "C", "C", "C", "C", "H", "H", "H", "H", "H", "H", "H", "H", "H", "H", "H", "H", "H", "H", "H"], "positions_angstrom": [[-0.838, 2.442, 1.373], [-0.869, 0.746, -3.056], [0.685, 0.540, 1.933], [-0.519, -1.009, -1.409], [-0.520, 0.269, -1.760], [1.375, -0.877, 1.707], [-0.450, -1.655, -0.046], [1.075, -1.532, 0.431], [-0.741, -2.646, 0.111], [0.009, 0.921, 1.125], [-0.206, 1.405, -3.432], [1.383, 1.303, 2.192], [-1.484, 2.924, 0.849], [1.618, -2.496, 0.352], [-0.684, -1.639, -2.250], [-0.404, 1.100, -1.064], [2.411, -0.645, 1.968], [-0.206, 3.115, 1.615], [0.131, 0.377, 2.835], [1.679, -1.084, -0.409], [-0.957, -0.103, -3.686], [-1.102, -1.031, 0.467], [0.771, -1.405, 2.481]], "e_lumo_ev": [0.888, 0.687], "gap_ha": [0.154, 0.340], "s2": 0.75, "total_charge": 0, "spin_multiplicity": 2}

=====

Relative energies, unit kJ/mol: *a* 0.0; *b* 90.2

=====

*a*
{"formula": "C3H5O2P", "method": "the ωB97M-V functional and the def2-TZVPD basis", "species": ["P", "O", "O", "C", "C", "C", "H", "H", "H", "H", "H"], "positions_angstrom": [[1.465, -0.209, -0.483], [2.237, 0.693, 0.349], [1.503, -1.703, -0.403], [-0.491, 1.646, -0.193], [-1.166, -0.653, 0.653], [-0.522, 0.472, 0.068], [-1.612, -1.319, -0.055], [-0.299, 2.534, -0.706], [1.085, 0.214, -1.862], [-1.931, -0.477, 1.516], [-0.269, -1.198, 1.116]], "e_lumo_ev": -1.218, "gap_ha": 0.349, "total_charge": 0}

=====

*b*
{"formula": "C3H5O2P", "method": "the ωB97M-V functional and the def2-TZVPD basis", "species": ["P", "O", "O", "C", "C", "C", "H", "H", "H", "H", "H"], "positions_angstrom": [[-1.521, 0.305, -0.519], [-1.355, -1.481, -0.534], [-1.990, 0.876, 0.758], [0.312, -0.183, -0.149], [0.000, -1.452, -0.382], [1.397, 0.710, 0.649], [0.964, 0.935, 1.584], [-1.910, 0.643, -1.867], [2.291, 0.254, 0.662], [0.450, -2.422, -0.415], [1.363, 1.813, 0.214]], "e_lumo_ev": 0.579, "gap_ha": 0.345, "total_charge": 0}

=====

Relative energies, unit kJ/mol: *a* 33.5; *b* 0.0

=====

*a*
{"formula": "C2H6", "method": "the ωB97M-V functional and the def2-TZVPD basis", "species": ["C", "C", "H", "H", "H", "H", "H", "H"], "positions_angstrom": [[-0.205, 0.265, -0.770], [0.191, -0.229, 0.713], [-0.737, 1.198, -0.611], [0.310, -1.302, 0.564], [-0.582, -0.023, 1.432], [-0.820, -0.551, -1.128], [0.746, 0.381, -1.275], [1.097, 0.260, 1.074]], "e_lumo_ev": 1.325, "gap_ha": 0.474, "total_charge": 0}

=====

*b*
{"formula": "C2H6", "method": "the ωB97M-V functional and the def2-TZVPD basis", "species": ["C", "C", "H", "H", "H", "H", "H", "H"], "positions_angstrom": [[0.773, 0.139, -0.232], [-0.748, -0.091, 0.157], [1.215, 0.019, 0.841], [-1.379, -0.155, -0.533], [-1.221, 0.713, 0.817], [-0.704, -1.131, 0.659], [1.161, -0.537, -0.950], [0.904, 1.043, -0.759]], "e_lumo_ev": 1.263, "gap_ha": 0.474, "total_charge": 0}

=====

Relative energies, unit kJ/mol: *a* 0.0; *b* 83.8